No. 1
{
  "formula": "C9H20N3",
  "method": "ωB97M-V/def2-TZVPD",
  "charge": 1,
  "e_above_lowest_kj_mol": 627.1,
  "homo_lumo_gap_ev": [6.79, 7.06],
  "species": ["C", "C", "C", "C", "C", "C", "C", "C", "C", "N", "N", "N", "H", "H", "H", "H", "H", "H", "H", "H", "H", "H", "H", "H", "H", "H", "H", "H", "H", "H", "H", "H"],
  "xyz": [[-1.398, -0.483, 0.530], [-2.578, -1.756, 2.201], [-1.280, 2.982, 0.757], [2.238, -2.125, -0.308], [2.971, 0.365, -0.321], [2.230, -0.646, -2.415], [-2.673, -0.996, 0.936], [-1.995, 1.916, -0.088], [1.942, -0.721, -0.968], [0.110, 0.714, -0.552], [-1.191, 0.716, -0.076], [0.592, -0.400, -0.608], [-3.573, -2.100, 2.715], [-2.184, -1.199, 3.172], [-1.917, -2.560, 2.061], [-2.079, 3.631, 1.088], [-0.619, 3.630, 0.254], [-0.916, 2.700, 1.705], [1.992, -2.906, -0.989], [3.373, -2.209, -0.212], [1.588, -2.278, 0.593], [2.576, 0.821, 0.640], [3.928, -0.073, -0.174], [2.929, 1.155, -1.057], [3.231, -0.367, -2.544], [2.225, -1.555, -2.994], [1.625, 0.085, -3.015], [-3.489, -0.276, 1.091], [-3.034, -1.640, 0.054], [-2.142, 2.342, -1.041], [-3.014, 1.614, 0.287], [0.529, 1.618, -0.722]]
}



No. 2
{
  "formula": "C4H12N2O",
  "method": "ωB97M-V/def2-TZVPD",
  "e_above_lowest_kj_mol": 169.1,
  "homo_lumo_gap_ev": 9.14,
  "species": ["C", "C", "C", "O", "N", "C", "N", "H", "H", "H", "H", "H", "H", "H", "H", "H", "H", "H", "H"],
  "xyz": [[0.591, 1.557, 0.519], [0.658, 0.032, 0.195], [1.258, -0.726, 1.356], [2.674, -0.494, 1.340], [-0.623, -0.543, -0.115], [-1.150, -0.274, -1.455], [-2.571, -0.432, -1.440], [-0.411, 1.965, 0.407], [0.959, 1.716, 1.536], [1.257, 2.112, -0.156], [1.248, -0.108, -0.706], [1.082, -1.807, 1.329], [0.821, -0.295, 2.257], [3.046, -0.847, 2.152], [-1.402, -0.670, 0.501], [-0.845, 0.745, -1.723], [-0.659, -0.931, -2.177], [-3.064, 0.287, -1.931], [-2.869, -1.286, -1.889]]
}



No. 3
{
  "formula": "C31H27F5N3O3PtS3Si",
  "method": "ωB97M-V/def2-TZVPD",
  "spin_multiplicity": 5,
  "charge": 1,
  "e_above_lowest_kj_mol": 0.0,
  "homo_lumo_gap_ev": [8.35, 4.65],
  "species": ["Pt", "F", "C", "C", "F", "C", "F", "C", "S", "C", "F", "C", "F", "N", "C", "C", "C", "C", "C", "C", "S", "O", "O", "N", "C", "S", "C", "C", "N", "H", "H", "H", "H", "H", "H", "H", "H", "C", "C", "C", "O", "C", "H", "H", "H", "H", "H", "H", "H", "H", "C", "C", "C", "C", "C", "C", "Si", "C", "C", "C", "C", "C", "C", "H", "H", "H", "H", "H", "H", "H", "H", "H", "H", "H"],
  "xyz": [[0.598, -0.386, 0.126], [7.480, 0.240, 2.282], [6.377, 0.189, 1.539], [5.114, 0.137, 2.151], [5.041, 0.130, 3.496], [3.938, 0.036, 1.392], [2.809, 0.010, 2.129], [3.969, 0.062, -0.005], [2.602, 0.016, -1.072], [5.244, 0.143, -0.580], [5.390, 0.143, -1.919], [6.437, 0.233, 0.158], [7.600, 0.267, -0.487], [0.448, 6.023, -5.032], [-0.099, 5.044, -4.293], [0.045, 3.696, -4.682], [-0.536, 2.667, -3.957], [-1.278, 2.988, -2.817], [-1.546, 4.335, -2.487], [-0.885, 5.338, -3.153], [-1.750, 1.678, -1.730], [-2.913, 2.013, -0.937], [-1.744, 0.456, -2.516], [-0.430, 1.479, -0.698], [-0.259, 2.170, 0.444], [-1.245, 3.508, 1.022], [-0.191, 3.656, 2.376], [0.765, 2.657, 2.367], [0.785, 1.868, 1.269], [1.015, 5.749, -5.832], [0.445, 6.990, -4.698], [0.619, 3.446, -5.575], [-0.466, 1.633, -4.269], [-2.248, 4.570, -1.674], [-0.992, 6.359, -2.817], [-0.368, 4.427, 3.096], [1.480, 2.455, 3.143], [-1.225, -3.539, -2.684], [-0.437, -4.552, -1.860], [0.740, -3.801, -1.248], [0.743, -2.474, -1.810], [-0.291, -2.311, -2.806], [-2.139, -3.219, -2.153], [-1.538, -3.932, -3.676], [-0.031, -5.360, -2.522], [-1.051, -5.059, -1.103], [1.695, -4.286, -1.510], [0.655, -3.754, -0.148], [0.207, -2.275, -3.790], [-0.825, -1.359, -2.630], [-2.146, 1.443, 4.760], [-1.002, 0.728, 5.149], [-0.423, -0.172, 4.273], [-0.986, -0.395, 3.014], [-2.160, 0.260, 2.665], [-2.720, 1.199, 3.537], [-0.268, -1.619, 1.837], [-1.562, -2.888, 1.457], [-1.490, -4.141, 2.087], [-2.505, -5.069, 1.895], [-3.571, -4.751, 1.047], [-3.630, -3.533, 0.398], [-2.595, -2.606, 0.576], [-2.577, 2.163, 5.420], [-0.578, 0.907, 6.125], [0.490, -0.693, 4.554], [-2.617, 0.070, 1.709], [-3.610, 1.760, 3.250], [0.797, -2.385, 2.592], [-0.648, -4.373, 2.729], [-2.458, -6.039, 2.375], [-4.359, -5.472, 0.874], [-4.494, -3.267, -0.206], [-2.643, -1.627, 0.064]]
}



No. 4
{
  "formula": "C3H2F5P",
  "method": "ωB97M-V/def2-TZVPD",
  "e_above_lowest_kj_mol": 141.7,
  "homo_lumo_gap_ev": [8.03, 8.02],
  "species": ["F", "C", "P", "C", "F", "C", "F", "F", "F", "H", "H"],
  "xyz": [[3.615, -0.931, 1.135], [2.575, -0.486, 1.726], [1.196, 0.074, 1.036], [-0.317, 0.699, -0.556], [0.410, 0.961, -1.654], [-1.428, -0.329, -0.763], [-2.112, -0.169, -1.908], [-2.308, -0.337, 0.229], [-0.905, -1.568, -0.873], [0.187, 0.498, 2.066], [-0.911, 1.588, -0.441]]
}



No. 5
{
  "formula": "C35H34FIrN3OP2",
  "method": "ωB97M-V/def2-TZVPD",
  "spin_multiplicity": 2,
  "charge": 2,
  "e_above_lowest_kj_mol": 0.0,
  "homo_lumo_gap_ev": [7.84, 6.16],
  "species": ["Ir", "C", "N", "P", "C", "C", "C", "C", "C", "C", "C", "C", "C", "C", "C", "C", "P", "C", "C", "C", "C", "C", "C", "C", "C", "C", "C", "C", "C", "H", "H", "H", "H", "H", "H", "H", "H", "H", "H", "H", "H", "H", "H", "H", "H", "H", "H", "H", "H", "H", "H", "H", "F", "C", "C", "C", "C", "C", "C", "H", "H", "H", "H", "N", "C", "C", "C", "N", "H", "H", "H", "H", "C", "O", "H", "H", "H"],
  "xyz": [[-0.758, 0.260, -1.036], [2.160, 0.786, 2.228], [1.173, 0.555, 1.162], [-0.505, 0.857, 1.251], [-1.186, -0.019, 2.677], [-2.094, -1.074, 2.636], [-2.499, -1.690, 3.812], [-1.999, -1.268, 5.033], [-1.107, -0.203, 5.087], [-0.713, 0.425, 3.920], [-0.777, 2.581, 1.684], [0.147, 3.589, 1.418], [-0.146, 4.906, 1.742], [-1.367, 5.223, 2.317], [-2.290, 4.222, 2.594], [-1.995, 2.904, 2.289], [1.369, -0.244, -0.304], [2.545, 0.664, -1.329], [3.189, -0.001, -2.381], [4.036, 0.696, -3.227], [4.265, 2.052, -3.022], [3.648, 2.712, -1.970], [2.788, 2.022, -1.129], [2.044, -1.901, -0.202], [1.789, -2.792, -1.247], [2.422, -4.024, -1.272], [3.301, -4.372, -0.255], [3.561, -3.488, 0.783], [2.946, -2.246, 0.807], [1.988, 1.760, 2.682], [3.161, 0.793, 1.800], [2.095, 0.017, 2.997], [-2.516, -1.405, 1.705], [-3.214, -2.500, 3.767], [-2.317, -1.754, 5.946], [-0.733, 0.150, 6.038], [-0.054, 1.283, 3.987], [1.110, 3.353, 0.992], [0.583, 5.682, 1.552], [-1.596, 6.250, 2.566], [-3.234, 4.468, 3.063], [-2.701, 2.123, 2.551], [3.048, -1.065, -2.526], [4.538, 0.176, -4.031], [4.939, 2.590, -3.676], [3.840, 3.763, -1.800], [2.311, 2.539, -0.313], [1.092, -2.527, -2.033], [2.224, -4.714, -2.081], [3.787, -5.338, -0.273], [4.249, -3.762, 1.571], [3.172, -1.560, 1.611], [-4.300, -4.599, -0.104], [-3.463, -3.578, -0.267], [-2.139, -3.728, 0.101], [-1.268, -2.659, -0.057], [-1.718, -1.468, -0.609], [-3.062, -1.340, -0.965], [-3.948, -2.391, -0.789], [-1.803, -4.666, 0.521], [-0.257, -2.770, 0.295], [-3.443, -0.411, -1.383], [-4.993, -2.304, -1.052], [0.248, 0.252, -3.950], [-0.018, -0.090, -5.218], [-1.102, -0.941, -5.196], [-1.440, -1.064, -3.850], [-0.615, -0.333, -3.098], [0.980, 0.857, -3.607], [0.578, 0.284, -6.033], [-1.578, -1.412, -6.037], [-2.220, -1.647, -3.389], [-2.883, 2.534, -1.076], [-1.695, 1.889, -1.481], [-2.892, 3.540, -1.495], [-2.938, 2.614, 0.012], [-3.750, 1.977, -1.437]]
}



No. 6
{
  "formula": "C33H57N4OOsP2",
  "method": "ωB97M-V/def2-TZVPD",
  "spin_multiplicity": 5,
  "charge": 3,
  "e_above_lowest_kj_mol": 0.0,
  "homo_lumo_gap_ev": [6.32, 5.68],
  "species": ["C", "C", "C", "C", "C", "H", "H", "H", "N", "P", "P", "C", "H", "H", "C", "O", "C", "H", "C", "C", "C", "C", "C", "H", "H", "H", "C", "H", "H", "H", "C", "H", "H", "H", "C", "H", "H", "H", "C", "H", "H", "H", "C", "H", "H", "H", "C", "H", "H", "H", "C", "H", "H", "H", "C", "H", "H", "H", "C", "H", "H", "H", "C", "H", "H", "H", "C", "H", "H", "H", "Os", "N", "C", "C", "C", "C", "C", "H", "H", "H", "H", "H", "H", "H", "H", "H", "C", "N", "C", "C", "N", "C", "H", "H", "H", "H", "H", "H"],
  "xyz": [[0.512, 1.352, -2.387], [0.096, 2.831, -0.538], [0.718, 2.409, -3.269], [0.353, 3.937, -1.426], [0.649, 3.731, -2.755], [0.942, 2.213, -4.321], [0.289, 4.949, -1.014], [0.828, 4.586, -3.417], [0.229, 1.533, -1.064], [1.352, -1.170, -1.554], [-0.937, 1.617, 1.675], [0.591, -0.079, -2.874], [-0.435, -0.461, -3.014], [1.105, -0.137, -3.848], [0.033, -1.586, 1.659], [-0.082, -2.436, 2.465], [-0.297, 3.018, 0.794], [-0.464, 4.044, 1.137], [-2.865, 1.720, 1.484], [-0.543, 1.877, 3.535], [0.945, -2.999, -2.075], [3.228, -0.827, -1.751], [-3.513, 0.382, 1.891], [-3.496, 0.235, 2.981], [-4.574, 0.371, 1.574], [-2.996, -0.475, 1.432], [-3.529, 2.872, 2.259], [-3.513, 2.716, 3.350], [-3.050, 3.840, 2.030], [-4.591, 2.946, 1.953], [-3.094, 2.005, -0.018], [-4.172, 1.897, -0.249], [-2.789, 3.033, -0.268], [-2.522, 1.327, -0.668], [-1.410, 0.953, 4.412], [-1.341, -0.097, 4.078], [-1.042, 1.000, 5.454], [-2.470, 1.252, 4.425], [0.930, 1.514, 3.781], [1.118, 0.443, 3.611], [1.603, 2.102, 3.139], [1.176, 1.739, 4.836], [-0.719, 3.355, 3.945], [-1.745, 3.725, 3.817], [-0.455, 3.459, 5.014], [-0.038, 4.001, 3.367], [3.975, -1.600, -0.643], [5.056, -1.379, -0.714], [3.635, -1.304, 0.359], [3.849, -2.691, -0.745], [3.437, 0.698, -1.581], [3.130, 1.242, -2.488], [2.888, 1.125, -0.733], [4.515, 0.881, -1.418], [3.810, -1.188, -3.137], [4.781, -0.671, -3.246], [3.996, -2.262, -3.263], [3.164, -0.841, -3.963], [-0.240, -3.005, -3.059], [0.026, -2.555, -4.030], [-0.544, -4.052, -3.246], [-1.108, -2.468, -2.653], [0.536, -3.730, -0.780], [-0.354, -3.272, -0.324], [0.311, -4.789, -1.013], [1.341, -3.705, -0.026], [2.084, -3.791, -2.746], [2.345, -3.385, -3.735], [2.993, -3.840, -2.128], [1.732, -4.829, -2.897], [0.176, -0.163, 0.369], [-1.596, -0.854, -0.568], [-2.591, -1.261, -1.036], [-3.838, -1.768, -1.639], [-4.796, -0.583, -1.920], [-3.479, -2.479, -2.971], [-4.508, -2.757, -0.650], [-5.067, -0.065, -0.987], [-4.334, 0.146, -2.604], [-5.716, -0.975, -2.387], [-2.808, -3.336, -2.798], [-4.405, -2.850, -3.441], [-2.985, -1.780, -3.666], [-5.448, -3.126, -1.095], [-3.856, -3.619, -0.440], [-4.745, -2.256, 0.303], [4.812, -0.390, 3.552], [3.825, 0.190, 2.651], [3.844, 1.428, 2.137], [2.719, 1.576, 1.350], [2.007, 0.407, 1.341], [2.715, -0.405, 2.176], [5.808, -0.399, 3.060], [4.867, 0.211, 4.483], [4.534, -1.434, 3.815], [4.602, 2.174, 2.333], [2.448, 2.484, 0.829], [2.445, -1.421, 2.425]]
}